Record 1
Entry from the OMol25 dataset: a structure of composition C40H37N4O3S2V at a distorted geometry (ωB97M-V/def2-TZVPD).

Summary:
- Largest force on an atom: 2.96 eV/A
- LUMO (spin up / spin down): -3.32 / -3.40 eV
- Multiplicity: 4
- HOMO (spin up / spin down): -10.509 / -10.570 eV
- Relative energy (zero: lowest compared OMol25 entry of this formula, charge and spin): 0.00 kcal per mole
- Total charge: +1
- Expectation value of S²: 3.758

XYZ file:
```
87
Properties=species:S:1:pos:R:3:forces:R:3:lowdin_charge:R:1
V 0.508410 -0.932940 0.387120 -1.5 0.4 -0.8 0.9440
S 3.988261 5.258629 0.479359 0.2 0.2 0.1 1.0799
C 5.078373 5.314312 1.786221 -0.3 0.1 0.7 -0.3960
C 4.934548 4.265990 2.654437 -0.5 -0.7 -0.9 -0.1445
C 3.938209 3.344546 2.173167 0.6 0.3 0.0 -0.0997
C 3.335563 3.775150 1.017611 0.0 -0.2 0.1 -0.5179
C 2.312601 3.109590 0.235145 -1.1 -1.5 0.1 -0.1632
C 1.877954 1.774178 0.610646 -0.2 1.3 -0.4 0.0047
N 0.954168 1.108890 -0.054241 0.8 -0.7 1.2 0.0267
C 0.359560 1.635127 -1.127937 0.0 -1.0 -0.2 -0.1668
C 0.724466 2.878422 -1.576403 -0.5 1.0 -0.6 -0.1529
C 0.086005 3.394087 -2.750393 0.0 0.1 -0.1 0.0040
C -0.876640 2.663151 -3.353415 0.5 1.4 -0.9 -0.0162
C -1.224183 1.381409 -2.921552 -0.1 -0.6 0.1 -0.1570
C -2.114797 0.597652 -3.642114 -0.6 0.3 -1.3 0.0348
C -2.328694 -0.691085 -3.264160 0.4 -0.6 0.5 -0.1883
C -1.704163 -1.170832 -2.061193 -0.5 1.0 -0.7 -0.0028
N -0.896746 -0.421821 -1.354860 1.0 0.1 0.1 0.0557
C -0.591572 0.819224 -1.829269 -0.2 0.3 0.7 -0.1475
C -3.044833 -1.589043 -4.138526 -1.2 -1.0 0.2 -0.5038
C -3.854828 -2.643468 -3.768807 0.5 0.1 0.6 -0.1081
C -4.367114 -3.385739 -4.860736 0.3 1.0 0.7 -0.1628
C -4.003129 -2.817599 -6.024144 0.4 -0.3 -1.6 -0.4048
S -3.010175 -1.435807 -5.854405 0.0 -0.3 0.2 1.0732
C 1.646924 3.640161 -0.857773 0.8 0.0 0.2 0.0376
H 5.680001 6.190964 1.910678 0.3 0.1 0.0 0.0678
H 5.519733 4.055488 3.540410 0.0 0.3 -0.1 0.1093
H 3.769458 2.368105 2.619764 -0.1 0.3 0.1 0.1110
H 2.207496 1.294436 1.525054 0.4 0.0 -0.2 0.1246
H 0.431101 4.349724 -3.145485 -0.3 -0.2 0.1 0.1326
H -1.366505 2.999907 -4.260589 0.1 0.2 0.1 0.1305
H -2.586593 0.983515 -4.590600 0.5 -0.3 1.2 0.1415
H -1.909746 -2.142356 -1.668321 -0.1 -0.6 -0.1 0.1288
H -4.054641 -2.904920 -2.727018 0.1 0.1 -0.3 0.1204
H -4.979185 -4.241822 -4.749176 -0.4 -0.7 -0.1 0.1022
H -4.120445 -3.244049 -7.019323 -0.3 0.3 0.3 0.0800
H 1.833690 4.639681 -1.243318 0.2 -0.1 0.3 0.1193
C -2.190250 4.455823 -0.275134 0.5 1.1 0.3 -0.0651
C -2.594022 3.845045 1.054611 -0.9 0.4 -0.7 -0.1721
N -3.882899 3.119216 0.972582 0.3 -0.2 -0.2 -0.0489
C -5.060494 3.829602 0.482617 -0.6 0.4 -0.2 -0.1971
C -5.819837 3.137198 -0.654133 1.1 -1.1 -0.4 -0.0609
C -4.145130 2.127371 1.859721 -0.3 -0.2 0.3 -0.4177
O -5.260658 1.926679 2.319807 0.6 -0.3 -0.3 0.0918
C -2.983875 1.243090 2.269381 -0.3 -0.1 -1.0 -0.1121
C -2.944275 0.843954 3.579381 0.9 -0.7 1.5 0.0207
C -1.882858 0.008915 3.969392 0.0 -0.2 -0.4 -0.0048
C -0.986922 -0.486901 3.002467 -0.6 -0.1 0.9 -0.1018
N -1.088160 -0.166451 1.712282 -0.5 0.7 -0.3 -0.0250
C -2.064538 0.707592 1.356810 0.2 -0.2 0.0 -0.0465
H -1.178778 4.852604 -0.177142 0.2 0.0 0.2 0.0755
H -2.756189 5.319529 -0.636427 -0.3 -0.3 0.2 0.0825
H -2.125071 3.731668 -1.059026 -0.2 -0.6 -0.5 0.0530
H -2.648853 4.573678 1.870934 0.0 0.2 -0.2 0.1363
H -1.801475 3.175655 1.299981 0.3 -0.7 0.4 0.0890
H -4.701071 4.763210 0.087275 0.1 0.5 -0.1 0.0982
H -5.736497 4.075230 1.304588 0.1 -0.2 0.1 0.1249
H -5.135026 2.990765 -1.510946 -0.2 0.1 0.3 0.0736
H -6.663569 3.677904 -1.023632 -0.4 0.8 0.0 0.0647
H -6.222991 2.144606 -0.441001 0.2 0.0 0.5 0.0748
H -3.701610 1.166331 4.320974 0.5 -0.1 -0.7 0.1470
H -1.774149 -0.295155 5.006875 0.0 0.0 -0.2 0.1141
H -0.213585 -1.230261 3.241517 -0.3 0.5 0.1 0.1156
H -2.120805 0.952301 0.281375 0.0 0.0 0.8 0.1229
C 5.534461 -7.370475 1.685161 -0.3 0.7 0.5 -0.0367
C 4.689895 -6.132425 1.381855 -0.5 0.4 0.2 -0.2407
C 3.512102 -5.878847 2.073737 -1.1 0.4 0.3 0.0058
C 2.689000 -4.721359 1.847033 2.5 -1.5 0.5 -0.2155
C 1.563121 -4.557027 2.763531 -2.6 -0.3 1.3 -0.0683
C 3.150235 -3.761435 0.958766 -1.6 0.7 -0.4 -0.0673
C 4.273459 -3.996251 0.179525 1.2 -0.9 -0.5 -0.1855
C 4.746159 -3.108692 -0.963042 -1.5 0.3 0.4 -0.0286
C 5.028587 -5.161086 0.430116 -0.2 0.2 0.0 0.0024
C 2.192507 -2.599466 0.722216 0.7 -0.8 -0.8 -0.5293
O 1.754666 -2.362635 -0.460083 0.3 0.1 0.7 -0.0674
O 1.744923 -1.893574 1.683595 0.3 0.0 0.3 -0.1002
H 4.942376 -8.216417 2.061915 0.0 0.3 -0.3 0.0824
H 6.274743 -7.156757 2.468275 -0.1 0.1 -0.2 0.0869
H 6.081383 -7.666912 0.809675 0.2 -0.3 -0.4 0.0668
H 3.171637 -6.577192 2.861722 0.2 0.4 -0.6 0.1220
H 1.829274 -3.855043 3.580671 -0.2 -0.5 -0.3 0.1006
H 1.273715 -5.565810 3.180321 0.5 1.1 -0.1 0.0975
H 0.577219 -4.165400 2.361260 1.3 -0.3 0.0 0.0945
H 4.311109 -3.416304 -1.926408 -0.1 0.1 0.4 0.0977
H 5.793213 -3.172748 -1.085067 1.2 -0.1 0.0 0.0592
H 4.479740 -2.059762 -0.766043 0.1 -0.3 -0.3 0.0814
H 5.917532 -5.314438 -0.159712 0.2 0.0 -0.2 0.1139
```
Forces are in eV/Å.


Record 2
Entry from the OMol25 dataset: a structure of composition C40H38BCrF4GeN4S3 (ωB97M-V/def2-TZVPD).

Summary:
- Largest force on an atom: 0.94 eV/A
- LUMO (spin up / spin down): 0.16 / -0.49 eV
- Multiplicity: 6
- HOMO (spin up / spin down): -6.313 / -8.179 eV
- Expectation value of S²: 8.778

XYZ file:
```
92
Properties=species:S:1:pos:R:3:forces:R:3:lowdin_charge:R:1
Cr 0.017316 -0.257357 0.001884 0.2 -0.1 0.9 0.2791
S 0.093476 -0.469680 2.500262 0.0 0.0 -0.3 0.7099
C 1.774834 -0.296833 2.852242 -0.1 0.0 0.0 -0.6394
N 2.152191 0.027561 4.120685 0.0 0.0 0.0 -0.1242
C 3.552514 0.211906 4.444555 0.0 0.0 0.0 -0.1199
C 4.388659 -0.750815 3.645344 0.0 0.0 0.0 -0.1235
N 4.089839 -0.583029 2.235902 0.0 0.0 0.0 -0.1219
C 5.157809 -0.977366 1.326821 0.0 0.0 0.0 -0.1463
C 5.537670 -2.437340 1.464009 0.0 0.0 0.0 -0.2120
C 4.563940 -3.430890 1.382188 0.0 0.0 0.0 -0.0337
C 4.915188 -4.765654 1.515549 0.0 0.0 0.0 -0.0731
C 6.240782 -5.124127 1.728695 0.0 0.0 0.0 -0.0927
C 7.213435 -4.139948 1.811456 0.0 0.0 0.0 -0.0871
C 6.859631 -2.802559 1.683924 0.0 0.0 0.0 -0.0489
C 2.772803 -0.525146 1.862673 -0.1 0.0 0.1 -0.6385
S 2.372447 -0.764967 0.207821 -0.2 0.0 -0.3 0.6947
C 1.222382 0.281598 5.208607 0.0 0.0 0.0 -0.1453
C 1.230222 -0.836153 6.225828 0.0 0.0 0.0 -0.2131
C 1.032638 -2.151345 5.811391 0.0 0.0 0.0 -0.0293
C 1.041779 -3.184173 6.735106 0.0 0.0 0.0 -0.0746
C 1.247635 -2.915248 8.083488 0.0 0.0 0.0 -0.0926
C 1.444808 -1.608683 8.501940 0.0 0.0 0.0 -0.0873
C 1.439002 -0.574445 7.573546 0.0 0.0 0.0 -0.0510
H 3.683907 0.016106 5.509731 0.0 0.0 0.0 0.1304
H 3.860893 1.244558 4.241614 0.0 0.0 0.0 0.1379
H 4.188480 -1.779110 3.969047 0.0 0.0 0.0 0.1412
H 5.449333 -0.550510 3.799239 0.0 0.0 0.0 0.1339
H 6.029424 -0.355572 1.548303 0.0 0.0 0.0 0.1240
H 4.843080 -0.753438 0.310757 0.0 0.0 0.0 0.0785
H 3.530039 -3.156850 1.206013 0.0 0.0 0.0 0.0915
H 4.150526 -5.529164 1.448605 0.0 0.0 0.0 0.1051
H 6.511156 -6.167292 1.831302 0.0 0.0 0.0 0.1004
H 8.248616 -4.408185 1.981435 0.0 0.0 0.0 0.1009
H 7.621655 -2.033918 1.757213 0.0 0.0 0.0 0.1087
H 0.229358 0.410007 4.785043 0.0 0.0 0.0 0.0737
H 1.505063 1.222070 5.691002 0.0 0.0 0.0 0.1277
H 0.862980 -2.358545 4.760267 0.0 0.0 0.0 0.1015
H 0.883543 -4.202428 6.403469 0.0 0.0 0.0 0.1046
H 1.254611 -3.724234 8.802767 0.0 0.0 0.0 0.1006
H 1.609614 -1.390782 9.549577 0.0 0.0 0.0 0.1010
H 1.599069 0.447103 7.901874 0.0 0.0 0.0 0.1091
C -2.482228 1.576821 -2.965851 0.1 0.0 -0.1 -0.1714
Ge -0.555930 1.643420 -3.284301 -0.3 -0.1 -0.1 0.8093
C -0.060162 3.103297 -4.458975 0.0 0.1 0.1 -0.3105
C 0.917775 2.927706 -5.434803 0.0 0.0 0.0 -0.1008
C 1.260765 3.974131 -6.280901 0.0 0.0 0.0 -0.0821
C 0.631914 5.204121 -6.154734 0.0 0.0 0.0 -0.0870
C -0.343334 5.390582 -5.182819 0.0 0.0 0.0 -0.0848
C -0.686710 4.344085 -4.339179 0.0 0.0 0.0 -0.1084
C 0.117864 -0.060313 -3.911863 0.3 0.0 0.2 -0.2471
C 1.082950 -0.708005 -3.188520 0.0 -0.1 -0.1 -0.1362
C 1.523914 -2.005799 -3.533153 0.0 0.1 0.0 -0.0512
C 0.989815 -2.629878 -4.617505 0.0 0.0 -0.1 -0.0143
C 0.014375 -1.985586 -5.423061 0.0 0.1 0.1 -0.1559
C -0.534606 -2.609171 -6.566713 0.0 0.0 0.0 -0.0302
C -1.465601 -1.972104 -7.337229 0.0 -0.1 0.0 -0.0791
C -1.889671 -0.671634 -7.001201 0.0 0.1 0.1 -0.0721
C -1.380285 -0.044643 -5.897274 -0.1 -0.1 -0.2 -0.0407
C -0.422262 -0.683675 -5.073775 -0.1 0.0 0.0 -0.1717
H -2.949388 2.045468 -3.833216 -0.1 -0.1 0.0 0.0302
H -2.836152 2.080784 -2.069496 0.1 0.0 0.0 0.0146
H -2.763190 0.524694 -2.914683 -0.1 0.0 0.0 0.0352
H 1.406625 1.965251 -5.542332 0.0 0.0 0.0 0.1033
H 2.019505 3.828399 -7.039424 0.0 0.0 0.0 0.1035
H 0.902312 6.017739 -6.815875 0.0 0.0 0.0 0.1021
H -0.834301 6.349914 -5.080352 0.0 0.0 0.0 0.1020
H -1.440283 4.502143 -3.575192 0.0 0.0 0.0 0.0954
H 1.543105 -0.219035 -2.338378 0.0 -0.1 0.0 0.0094
H 2.269506 -2.488345 -2.914607 0.0 0.0 0.0 0.1115
H 1.301382 -3.631095 -4.891540 0.0 0.0 0.0 0.1158
H -0.198291 -3.608222 -6.819404 0.0 0.0 0.0 0.1128
H -1.876918 -2.462785 -8.209802 0.0 0.0 0.0 0.1019
H -2.620698 -0.162790 -7.616371 0.0 0.0 0.0 0.1036
H -1.709541 0.962620 -5.669799 0.0 0.0 0.0 0.0905
F -0.399578 -2.335231 -0.683613 0.0 -0.1 -0.1 0.0283
B -1.794280 -2.221956 -1.034070 0.0 0.0 0.0 -1.2127
F -2.075163 -0.831787 -0.658013 0.1 0.0 -0.1 0.0107
F -2.561226 -3.058070 -0.271855 0.0 0.0 -0.1 0.1746
F -1.951001 -2.363390 -2.390507 -0.1 0.0 0.1 0.1718
C -3.189297 0.873804 1.926155 0.0 0.0 0.0 -0.0088
C -2.534258 1.945410 1.120904 0.0 -0.1 0.1 -0.2892
C -3.012237 3.249840 1.043722 0.0 0.0 0.0 0.0066
C -2.332560 4.136551 0.233039 0.0 0.0 0.0 -0.1033
N -1.255422 3.791583 -0.478314 0.0 0.0 0.0 0.0904
C -0.876587 2.535697 -0.339675 -0.3 0.0 0.0 -0.7270
S 0.500427 1.895474 -1.262082 0.2 0.3 -0.1 0.7772
N -1.448757 1.606683 0.421522 0.1 0.0 -0.1 0.0356
H -3.997027 1.272128 2.536747 0.0 0.0 0.0 0.0840
H -2.451632 0.385478 2.563113 0.0 0.0 0.0 0.0379
H -3.582351 0.110728 1.250977 0.0 0.0 0.0 0.0968
H -3.887398 3.557879 1.597422 0.0 0.0 0.0 0.1142
H -2.662156 5.164662 0.132984 0.0 0.0 0.0 0.1145
```
Forces are in eV/Å.